C4H7NO3 | the ωB97M-V functional and the def2-TZVPD basis

```
15
Properties=species:S:1:pos:R:3:forces:R:3:mulliken_charge:R:1
C 1.841559 0.454147 -1.047202 -1.0 -0.5 -0.5 -0.8575
C 0.587668 0.560239 -0.622746 -0.7 -0.9 -2.2 0.8644
C -0.136431 1.822498 -0.299643 -0.3 0.1 0.2 -1.1563
O -0.379943 -0.676688 -0.924951 1.9 2.3 0.8 -0.4284
C -0.786358 -1.102045 0.257683 2.0 -0.5 1.9 0.6334
O -1.398532 -2.295370 0.282153 -0.7 0.5 -0.6 -0.4815
N -0.285322 -0.541537 1.316087 -1.4 -0.1 -0.6 -0.3337
O -0.842484 -1.035458 2.520186 0.4 -0.6 -0.2 -0.4205
H 2.401130 1.347901 -1.301455 0.1 0.0 0.7 0.2672
H 2.254252 -0.485065 -1.392428 -0.1 0.0 0.1 0.2965
H -1.217708 1.668926 -0.293036 0.2 0.0 0.0 0.3107
H 0.153505 2.194558 0.686514 -0.1 -0.1 -0.1 0.2547
H 0.104487 2.589495 -1.041915 0.0 -0.1 0.0 0.3948
H -1.635506 -2.509319 -0.634071 0.0 -0.1 0.2 0.3333
H -0.660317 -1.992282 2.494824 -0.2 0.3 0.2 0.3228
```
Positions in Å, forces in eV/Å.

Computed properties:
Relative energy (zero: lowest compared OMol25 entry of this formula, charge and spin)   4.638 eV
Electronic energy   -436.972941 a.u.
LUMO energy   0.53 eV
Frontier orbital gap   9.616 eV
SMILES string   C=C(C)O/C(O)=N/O
Net charge   0
Multiplicity   1
Strongest force on any atom   0.060 Eh/bohr